Entry 1:
Molecular formula: C6H15ClNO2
Method: DFT, wB97M-V/def2-TZVPD

Output
**Energy**: -903.05883 a.u.
**ΔE to the lowest compared entry with this formula, charge and spin**: 23.6 kJ/mol
**Max |F|**: 1.7 eV/Å
**Total charge**: -1
**Orbital gap**: 7.0 eV

Each line ends with the Löwdin charge.
CARTESIAN COORDINATES (ANGSTROEM)
Cl (-1.792176, -3.976015, 1.223433)  -0.83
O (1.117527, 1.480501, 0.588289)  -0.21
O (0.706377, -1.395726, -1.618075)  -0.20
N (-0.965548, 1.032124, -1.199027)  -0.06
C (-0.661937, -1.294488, -1.891239)  -0.23
C (-0.174983, 1.634849, 1.125099)  -0.23
C (2.078010, 1.210493, 1.592702)  -0.11
C (1.060341, -1.936453, -0.370879)  -0.12
C (-1.378541, -0.366749, -0.903697)  -0.20
C (-1.125619, 1.931010, -0.062545)  -0.21
H (2.110298, -2.226757, -0.320314)  0.08
H (0.855157, -1.235299, 0.440225)  0.06
H (-0.502940, 0.688831, 1.572097)  0.12
H (0.030777, 0.905191, -1.381496)  0.09
H (-2.172751, 1.988649, 0.233343)  0.11
H (2.033445, 2.026556, 2.317374)  0.08
H (-2.470115, -0.419177, -1.005294)  0.12
H (-0.877145, 2.938002, -0.415891)  0.10
H (1.957289, 0.216418, 2.035606)  0.09
H (-0.193074, 2.492675, 1.808035)  0.12
H (-0.811539, -0.973112, -2.923003)  0.12
H (3.053747, 1.154390, 1.106893)  0.09
H (-1.133406, -2.289436, -1.866052)  0.12
H (0.482313, -2.852402, -0.202046)  0.04
H (-1.225507, -0.734075, 0.116462)  0.09

Atoms 1-6, force components in eV/Å:
0.066 0.127 -0.070
0.366 -0.077 0.080
1.212 0.661 -0.951
0.223 -1.084 0.605
-1.297 -0.777 0.706
-0.905 -0.242 -0.987



Entry 2:
Molecular formula: C6H15CoNO2S4Sb
Method: DFT, wB97M-V/def2-TZVPD

Output
**Energy**: -3658.59063 a.u.
**ΔE to the lowest compared entry with this formula, charge and spin**: 0.0 kJ/mol
**Max |F|**: 1.0 eV/Å
**Total charge**: 0
**Orbital gap (alpha / beta)**: 5.9 / 6.0 eV

Each line ends with the Löwdin charge.
CARTESIAN COORDINATES (ANGSTROEM)
Sb (3.732029, -3.045837, 2.320265)  0.20
Co (0.824981, -2.604890, 0.551993)  -0.14
S (4.229737, -5.086813, 2.998096)  -0.32
S (1.469846, 1.510901, -2.028212)  0.79
S (2.623392, -3.378313, -0.038134)  0.07
S (1.277074, -2.765895, 2.653854)  0.04
O (-1.189449, -2.388485, 0.566531)  -0.04
O (0.812743, -0.585721, 0.323661)  -0.16
N (-1.529452, -0.176614, 0.551727)  -0.05
C (2.927723, 2.165902, -1.208316)  -0.39
C (-2.394522, 0.986524, 0.372140)  -0.02
C (-3.319865, -1.726316, -0.179300)  0.04
C (-1.944112, -1.435912, 0.339699)  -0.44
C (0.421319, 2.968999, -2.021152)  -0.41
C (-0.196873, -0.000156, 1.122328)  -0.18
H (-0.558912, 2.677874, -2.394199)  0.03
H (-0.119049, -0.482009, 2.098334)  0.09
H (2.707698, 2.473430, -0.186978)  0.04
H (-3.873828, -2.231620, 0.612149)  0.11
H (-3.223516, -2.428720, -1.004469)  0.10
H (-3.271493, 0.942206, 1.017144)  0.10
H (-2.715074, 1.091971, -0.664126)  0.09
H (0.828499, 3.735866, -2.678153)  0.04
H (-0.036396, 1.073100, 1.217156)  0.13
H (-3.875878, -0.852129, -0.501936)  0.07
H (3.330957, 3.007300, -1.769077)  0.04
H (0.905836, -0.069647, -0.510419)  0.02
H (-1.827472, 1.874786, 0.639362)  0.09
H (0.312072, 3.377618, -1.016618)  0.04
H (3.671986, 1.372598, -1.183339)  0.04

Atoms 1-6, force components in eV/Å:
-0.099 0.503 -0.247
0.360 0.849 -0.413
0.100 -0.461 0.184
-0.042 -0.216 -0.059
-0.258 -0.036 0.200
-0.072 -0.023 -0.086